# 1
{
  "formula": "C10H21GaNO",
  "method": "ωB97M-V/def2-TZVPD",
  "elements": ["C", "C", "Ga", "C", "C", "C", "O", "C", "C", "C", "C", "C", "N", "H", "H", "H", "H", "H", "H", "H", "H", "H", "H", "H", "H", "H", "H", "H", "H", "H", "H", "H", "H", "H"],
  "xyz": [[1.90080, 0.12707, 4.02710], [1.12324, 0.47932, 3.15700], [-0.26792, 1.23629, 1.85073], [0.74494, 2.40074, 0.47031], [1.79022, 1.49446, -0.22539], [2.93166, 2.27219, -0.97025], [3.25608, 3.53466, -0.36939], [-1.19332, -0.25572, 0.75696], [-0.32356, -1.54872, 0.57400], [-0.13515, -2.04374, -0.89579], [-1.38042, -1.89166, -1.81190], [-2.72833, -2.38644, -1.18665], [-3.81852, -1.40112, -1.45315], [2.60581, 0.08290, 4.84391], [-1.34614, 2.08529, 2.68173], [0.00481, 2.76665, -0.26842], [1.19055, 3.24359, 1.02104], [1.29878, 0.87279, -1.00483], [2.25980, 0.77823, 0.47777], [2.65241, 2.49773, -2.01976], [3.84472, 1.64044, -1.01582], [4.02985, 3.42396, 0.19441], [-2.10743, -0.55641, 1.31511], [-1.50307, 0.22044, -0.19083], [-0.68338, -2.38058, 1.21129], [0.69321, -1.31713, 0.95618], [0.73242, -1.54964, -1.37122], [0.12427, -3.12616, -0.85023], [-1.46306, -0.81889, -2.07570], [-1.22043, -2.42967, -2.76784], [-3.00643, -3.33104, -1.69225], [-2.69006, -2.48932, -0.09298], [-3.63018, -0.58144, -0.87207], [-3.68618, -1.04908, -2.40308]],
  "lowdin_charge": [-0.09, -0.24, 0.33, -0.29, -0.28, -0.27, -0.11, -0.29, -0.29, -0.23, -0.23, -0.27, -0.04, -0.02, -0.08, 0.04, 0.03, 0.09, 0.08, 0.10, 0.10, 0.08, 0.03, 0.03, 0.09, 0.07, 0.09, 0.10, 0.09, 0.09, 0.10, 0.10, 0.05, 0.05],
  "charge": -1,
  "orbital_gap_ev": 7.7
}

***

# 2
{
  "formula": "C10H21N2O3",
  "method": "ωB97M-V/def2-TZVPD",
  "elements": ["C", "C", "C", "C", "C", "C", "C", "C", "C", "C", "N", "N", "O", "O", "O", "H", "H", "H", "H", "H", "H", "H", "H", "H", "H", "H", "H", "H", "H", "H", "H", "H", "H", "H", "H", "H"],
  "xyz": [[4.23242, -0.39845, 0.09091], [1.96738, 0.54597, -0.00822], [-1.50321, 2.85101, -1.05671], [-0.10930, 3.13669, 1.03557], [-0.80021, -3.17825, 0.51221], [-1.89424, -1.23419, 1.47837], [-1.68512, -1.52249, -1.01558], [-0.24392, 2.41103, -0.32095], [0.60510, 0.23987, 0.16874], [-1.04485, -1.69197, 0.32111], [-0.76580, -1.87237, -2.06598], [0.33738, -1.01843, 0.43676], [4.99078, 0.69378, -0.05566], [2.94615, -0.46388, 0.16434], [-0.44259, 0.95625, -0.06854], [4.92742, -1.09872, 0.48807], [2.44318, 1.50493, -0.17779], [-2.47528, 2.45062, -0.52330], [-1.40855, 3.94806, -1.00951], [-1.62010, 2.32233, -2.01919], [-1.17261, 3.42731, 1.48209], [0.46522, 4.00341, 0.85778], [0.39535, 2.52015, 1.67456], [-0.17136, -3.75012, -0.09888], [-1.89399, -3.66789, 0.63295], [-0.28043, -3.42264, 1.45335], [-2.95560, -1.50971, 1.59447], [-1.90314, -0.11672, 1.39034], [-1.33982, -1.52796, 2.33409], [-2.45559, -2.16737, -1.14416], [-2.02730, -0.50646, -1.15790], [0.60692, 2.59814, -0.94227], [-1.08763, -1.63420, -2.98939], [-0.35460, -2.74806, -1.92973], [4.59098, 1.60387, -0.32301], [1.12696, -1.68352, 0.79110]],
  "lowdin_charge": [-0.09, 0.00, -0.04, -0.01, -0.05, -0.02, -0.23, -0.35, -0.37, -0.51, 0.04, 0.15, 0.13, 0.07, 0.02, 0.17, 0.10, 0.13, 0.10, 0.09, 0.15, 0.07, 0.04, 0.05, 0.16, 0.09, 0.11, 0.10, 0.08, 0.09, 0.12, 0.13, 0.08, 0.04, 0.19, 0.20],
  "charge": 1,
  "e_above_lowest_ev": 3.968,
  "orbital_gap_ev": 7.5
}

***

# 3
{
  "formula": "C10H21N5O4",
  "method": "ωB97M-V/def2-TZVPD",
  "elements": ["H", "N", "C", "N", "N", "C", "C", "C", "C", "N", "C", "O", "N", "C", "C", "O", "O", "C", "C", "O", "H", "H", "H", "H", "H", "H", "H", "H", "H", "H", "H", "H", "H", "H", "H", "H", "H", "H", "H", "H"],
  "xyz": [[-5.20360, 1.73810, 1.60656], [-5.63275, 1.29057, 0.78595], [-4.80580, 0.93271, -0.08912], [-5.17848, 0.07050, -1.15271], [-3.45629, 1.26455, -0.10011], [-2.46571, 0.31011, -0.60295], [-2.23340, -0.90696, 0.32036], [-1.24249, -1.98847, -0.11825], [0.20184, -1.42803, -0.22288], [1.10409, -2.48443, -0.64019], [0.71899, -0.90027, 1.12939], [0.29015, -1.16587, 2.24937], [1.86321, -0.11386, 1.02105], [2.61159, 0.30924, -0.11487], [3.87721, -0.47423, -0.38674], [4.94464, 0.06786, -0.63010], [3.73990, -1.79807, -0.27997], [2.90424, 1.85410, -0.08027], [3.63029, 2.27642, 1.14470], [3.53624, 2.34245, -1.29512], [-4.72432, 0.26627, -2.04776], [-6.21291, -0.01120, -1.18269], [-3.17405, 1.84767, 0.68955], [-2.77648, -0.07049, -1.60750], [-1.51458, 0.85435, -0.75367], [-3.21882, -1.42094, 0.47146], [-1.93436, -0.60350, 1.37218], [-1.55030, -2.43511, -1.09192], [-1.20119, -2.70931, 0.69107], [0.29670, -0.59261, -0.99624], [0.91295, -3.34770, -0.14500], [0.97612, -2.79043, -1.58731], [2.24910, 0.03392, 1.96249], [1.99938, 0.11918, -1.03811], [2.76480, -2.09764, -0.30746], [1.91704, 2.34605, -0.16271], [4.61234, 1.80190, 1.18676], [3.08393, 2.18502, 2.09188], [3.84234, 3.39549, 1.07314], [4.44842, 2.03268, -1.16225]],
  "lowdin_charge": [0.05, 0.10, -0.60, 0.10, 0.02, -0.21, -0.19, -0.15, -0.30, 0.05, -0.40, 0.07, 0.12, -0.21, -0.46, 0.09, 0.09, -0.37, -0.05, -0.04, 0.08, 0.11, 0.13, 0.11, 0.11, 0.12, 0.12, 0.13, 0.11, 0.15, 0.11, 0.11, 0.16, 0.16, 0.07, 0.15, 0.09, 0.08, 0.11, 0.08],
  "e_above_lowest_ev": 1.203,
  "smiles": "[H]/N=C(/N)NCCC[C@H](N)C(=O)N[C@H](C(=O)O)[C@@H](C)O",
  "orbital_gap_ev": 9.4
}

***

# 4
{
  "formula": "C10H21N5O7P2SSr",
  "method": "ωB97M-V/def2-TZVPD",
  "elements": ["Sr", "C", "C", "N", "C", "C", "S", "C", "C", "N", "H", "H", "H", "H", "H", "H", "H", "H", "H", "H", "H", "H", "H", "H", "C", "C", "O", "P", "O", "O", "O", "P", "O", "O", "O", "H", "H", "H", "H", "H", "H", "H", "N", "C", "N", "C", "N"],
  "xyz": [[-0.24557, -0.69624, -0.00533], [-0.39662, 1.83254, 2.58736], [-0.29227, 0.48778, 3.30250], [-1.02289, -0.60840, 2.64941], [-2.46413, -0.65256, 2.90836], [-3.30641, 0.42539, 2.22045], [-2.99146, 0.65353, 0.43579], [-2.39187, 2.37367, 0.35329], [-0.87991, 2.60757, 0.28432], [-0.09296, 1.72483, 1.15546], [0.26891, 2.54164, 3.09069], [-1.39718, 2.24268, 2.69647], [-0.61157, 0.61308, 4.34550], [0.75830, 0.18933, 3.33928], [-0.64117, -1.45974, 3.06253], [-2.67605, -0.59500, 3.98515], [-2.81320, -1.63274, 2.57645], [-3.19800, 1.39259, 2.70603], [-4.35520, 0.14777, 2.32564], [-2.84956, 2.89852, 1.19153], [-2.83278, 2.79194, -0.55065], [-0.71081, 3.66981, 0.50789], [-0.54765, 2.43221, -0.73765], [0.88964, 1.92075, 0.99496], [2.51783, -0.48549, -4.35228], [1.15996, -0.80320, -3.72610], [0.22702, -1.20265, -4.74484], [1.27523, -2.28770, -2.66544], [1.38913, -3.46576, -3.71350], [2.68752, -2.28412, -1.98095], [0.16561, -2.41767, -1.68557], [0.48875, 0.68919, -2.84806], [1.51486, 0.74654, -1.54395], [0.65601, 1.83735, -3.75628], [-0.80376, 0.36524, -2.15552], [2.88842, -1.34844, -4.90705], [3.26023, -0.23315, -3.59514], [2.40129, 0.36279, -5.02579], [-0.04100, -0.41373, -5.23369], [0.82962, -3.29046, -4.48651], [2.62303, -2.05957, -1.01920], [2.37219, 1.14189, -1.73801], [0.58950, -2.66658, 4.40779], [1.50204, -2.34459, 3.76801], [2.55631, -1.96859, 3.06473], [2.34383, -1.71580, 1.82272], [2.19678, -1.45645, 0.68922]],
  "lowdin_charge": [1.40, -0.19, -0.20, -0.15, -0.27, -0.44, 0.87, -0.43, -0.26, -0.15, 0.13, 0.09, 0.13, 0.10, 0.05, 0.13, 0.12, 0.06, 0.08, 0.07, 0.08, 0.13, 0.09, 0.12, -0.07, -0.58, -0.07, 0.45, -0.08, -0.11, -0.41, 0.29, -0.24, -0.28, -0.45, 0.09, 0.08, 0.09, 0.11, 0.09, 0.02, 0.09, 0.11, -0.41, 0.07, -0.37, 0.03],
  "e_above_lowest_ev": 0.000,
  "orbital_gap_ev": 9.3
}

***

# 5
{
  "formula": "C10H21NO11",
  "method": "ωB97M-V/def2-TZVPD",
  "elements": ["C", "N", "O", "O", "H", "H", "H", "C", "O", "C", "O", "O", "C", "H", "H", "H", "H", "H", "H", "C", "O", "C", "O", "O", "C", "H", "H", "H", "H", "H", "H", "C", "O", "C", "O", "O", "C", "H", "H", "H", "H", "H", "H"],
  "xyz": [[9.50848, 12.64780, -14.70615], [8.28096, 12.72312, -15.60554], [8.42261, 12.57728, -16.82579], [7.18484, 12.98511, -15.08155], [9.13809, 13.08211, -13.77755], [10.21850, 13.31549, -15.19416], [9.97792, 11.67284, -14.57505], [11.57192, 8.48513, -13.03722], [12.35408, 9.57825, -13.07628], [11.88230, 10.68488, -12.43128], [10.71867, 10.81787, -11.97275], [12.76797, 11.67658, -12.49720], [12.41011, 12.85137, -11.80493], [10.83174, 8.66294, -13.81736], [11.09283, 8.22726, -12.09273], [12.11945, 7.58019, -13.30069], [11.50941, 13.27221, -12.25184], [13.22977, 13.56162, -11.91358], [12.11958, 12.72975, -10.76142], [10.08412, 15.42733, -18.33488], [9.14447, 16.35654, -18.83722], [9.53476, 17.57089, -19.12800], [10.63178, 18.02254, -18.89456], [8.49470, 18.10594, -19.66135], [8.47971, 19.43371, -20.04478], [10.93275, 15.41348, -19.01880], [9.84380, 14.36505, -18.29125], [10.50617, 15.71979, -17.37340], [8.51787, 20.20826, -19.27880], [7.53202, 19.46215, -20.58252], [9.17748, 19.71899, -20.83208], [13.20638, 14.08193, -15.80142], [12.61078, 13.63212, -17.02934], [12.29223, 12.40957, -17.29312], [12.46097, 11.51493, -16.41686], [11.75014, 12.37193, -18.56306], [11.22241, 11.16685, -18.99753], [14.27138, 13.96425, -15.60134], [12.65611, 13.69367, -14.94436], [13.08383, 15.16338, -15.86105], [10.46822, 10.83930, -18.28198], [11.99896, 10.40851, -19.09747], [10.83491, 11.30570, -20.00682]],
  "lowdin_charge": [0.06, -0.39, 0.04, 0.05, 0.10, 0.08, 0.09, -0.11, 0.01, -0.52, 0.07, 0.01, -0.06, 0.10, 0.10, 0.10, 0.08, 0.10, 0.10, -0.04, 0.03, -0.66, 0.13, 0.03, -0.06, 0.10, 0.08, 0.09, 0.10, 0.10, 0.10, -0.01, 0.00, -0.54, 0.07, -0.02, -0.07, 0.10, 0.08, 0.10, 0.10, 0.10, 0.10],
  "e_above_lowest_ev": 1.498,
  "smiles": "C[N+](=O)[O-].COC(=O)OC.COC(=O)OC.COC(=O)OC",
  "orbital_gap_ev": 10.8
}

***

# 6
{
  "formula": "C10H21NOP",
  "method": "ωB97M-V/def2-TZVPD",
  "elements": ["C", "C", "C", "C", "C", "C", "C", "C", "C", "C", "N", "O", "P", "H", "H", "H", "H", "H", "H", "H", "H", "H", "H", "H", "H", "H", "H", "H", "H", "H", "H", "H", "H", "H"],
  "xyz": [[0.61807, -2.29762, 1.58130], [-0.39143, -1.56814, 1.24285], [2.20858, 0.75114, 0.66059], [1.55318, 1.81642, 0.68578], [3.68518, -0.99702, -1.30582], [-3.19390, 0.29812, 1.33485], [-3.64622, 1.86114, -0.38077], [-1.13517, 0.98904, -2.07730], [-0.62125, -1.01199, -0.15268], [3.98302, -0.70589, 0.20210], [-2.85472, 0.71536, 0.05943], [3.54201, 0.55354, 0.63882], [-1.20574, 0.79676, -0.36697], [0.79967, -2.57966, 2.59643], [1.43540, -2.63910, 0.92763], [-1.12865, -1.34860, 2.07257], [1.75754, -0.15085, 0.31545], [1.37349, 2.78636, 1.20680], [4.17618, -1.88667, -1.55708], [2.64310, -0.92290, -1.41165], [4.09644, -0.23813, -2.01159], [-3.02413, -0.78351, 1.51099], [-2.86257, 0.87823, 2.22119], [-4.31677, 0.50060, 1.37871], [-3.05345, 2.54540, -0.91372], [-4.47298, 1.65059, -1.05564], [-3.93910, 2.59733, 0.43222], [-0.13698, 0.78432, -2.51286], [-1.22341, 2.06301, -2.41870], [-1.91291, 0.52613, -2.68333], [-1.49338, -1.51945, -0.52439], [0.30923, -0.91127, -0.81158], [5.05477, -1.03144, 0.41068], [3.37687, -1.52124, 0.70567]],
  "lowdin_charge": [0.00, -0.24, -0.29, 0.18, -0.05, -0.17, -0.11, -0.27, -0.27, -0.23, -0.39, -0.05, 1.04, 0.07, 0.08, 0.11, 0.05, 0.08, 0.06, 0.03, 0.10, 0.09, 0.11, 0.12, 0.04, 0.11, 0.13, 0.08, 0.08, 0.08, 0.09, 0.09, 0.15, 0.11],
  "charge": 1,
  "e_above_lowest_ev": 4.180,
  "orbital_gap_ev": [8.4, 6.2]
}